No. 1
8
Properties=species:S:1:pos:R:3 method="wB97M-V/def2-TZVPD" energy_ev=-18552.730 lumo_ev=-0.06 e_homo_ev=-9.2 relative_energy_ev=0.896 gap_ev=9.12 spin_multiplicity=1
F -2.327 -0.716 0.277
Si 1.007 0.397 0.005
Si -1.815 0.812 -0.162
H 1.860 -0.882 0.471
H 1.482 1.339 1.109
H 1.319 0.511 -1.469
H -2.066 1.094 -1.624
H -2.359 1.822 0.616

---

No. 2
5
Properties=species:S:1:pos:R:3 method="wB97M-V/def2-TZVPD" energy_ev=-7759.241 lumo_ev=0.92 e_homo_ev=-11.5 relative_energy_ev=0.280 gap_ev=12.44 spin_multiplicity=1 smiles=N#[N+][O-].F
N -1.851 -0.769 0.661
N -2.652 -0.289 0.108
O -3.469 0.164 -0.562
F -0.083 0.143 -0.525
H 0.831 0.061 -0.452

---

No. 3
6
Properties=species:S:1:pos:R:3 method="wB97M-V/def2-TZVPD" energy_ev=-9802.913 lumo_ev=0.41 e_homo_ev=-11.3 relative_energy_ev=0.144 gap_ev=11.66 spin_multiplicity=1 smiles="O=[N+]([O-])NF"
O 0.810 -1.458 0.074
N 0.710 -0.287 0.029
O 1.493 0.543 0.143
N -0.736 0.223 -0.367
F -0.898 1.470 0.161
H -1.378 -0.491 -0.041

---

No. 4
6
Properties=species:S:1:pos:R:3 method="wB97M-V/def2-TZVPD" energy_ev=-19151.930 lumo_ev=4.31 e_homo_ev=-3.5 relative_energy_ev=3.263 gap_ev=7.76 total_charge=-1 spin_multiplicity=1
N -0.260 -1.108 -0.088
O 0.684 1.200 0.449
O 0.440 0.068 -2.013
F -1.024 -1.322 1.095
S -0.295 0.287 -0.776
H 0.456 0.875 1.332

---

No. 5
4
Properties=species:S:1:pos:R:3 method="wB97M-V/def2-TZVPD" energy_ev=-15612.531 lumo_ev="-3.20 / -3.62" e_homo_ev="-11.1 / -10.9" relative_energy_ev=2.516 gap_ev="7.87 / 7.33" spin_multiplicity=1
O -0.909 0.276 -0.361
F 1.492 0.259 0.426
S -0.686 -1.159 0.206
H 0.104 0.624 -0.271

---

No. 6
7
Properties=species:S:1:pos:R:3 method="wB97M-V/def2-TZVPD" energy_ev=-22670.863 lumo_ev=4.07 e_homo_ev=-4.5 relative_energy_ev=0.645 gap_ev=8.54 total_charge=-1 spin_multiplicity=1
N -1.398 -0.763 0.565
N 1.002 0.612 -0.980
O -2.203 -0.430 1.347
O 0.670 0.101 -1.985
O 2.157 1.006 -0.785
F -0.122 -1.409 1.466
S -0.106 0.883 0.373